(1)
ORCA calculation (wB97M-V/def2-TZVPD) on a molecular structure, C28H50N10OS2Tc.

Structure (XYZ):
```
92
Properties=species:S:1:pos:R:3:mulliken_charge:R:1
Tc -0.36 -0.05 -0.08 -0.704
C -0.05 -2.82 0.78 -0.896
N -0.10 -2.41 2.16 0.179
C -0.07 -3.43 3.22 -0.574
C -0.24 -2.60 4.49 -0.743
N -0.37 -1.21 3.99 0.014
C -0.39 -0.15 5.02 -1.076
C -0.25 -1.19 2.67 0.086
N -0.28 -0.07 1.83 0.889
C -0.55 1.27 2.40 -1.159
C -0.17 2.34 1.40 -1.022
N -0.52 1.87 0.04 1.007
C -0.69 2.78 -1.00 -0.202
N -0.81 4.09 -0.90 0.121
C -0.81 5.02 0.24 -1.182
C -0.96 4.71 -2.23 -0.925
C -0.86 3.52 -3.19 -0.582
N -0.79 2.37 -2.28 0.325
C -0.48 1.09 -2.86 -0.976
H 0.64 -3.66 0.67 0.383
H 0.40 -2.04 0.15 0.380
H -1.03 -3.12 0.39 0.341
H 0.87 -3.97 3.19 0.383
H -0.88 -4.15 3.07 0.377
H 0.62 -2.66 5.15 0.440
H -1.13 -2.86 5.06 0.415
H -0.57 -0.66 5.96 0.407
H -1.20 0.55 4.87 0.386
H 0.57 0.36 5.09 0.411
H 0.00 1.45 3.31 0.663
H -1.62 1.34 2.62 0.445
H 0.90 2.56 1.46 0.441
H -0.71 3.24 1.68 0.284
H 0.12 4.98 0.80 0.455
H -1.67 4.86 0.89 0.403
H -0.89 6.02 -0.18 0.428
H -0.16 5.43 -2.38 0.502
H -1.92 5.22 -2.28 0.553
H 0.04 3.56 -3.81 0.280
H -1.73 3.43 -3.84 0.520
H -1.17 0.89 -3.68 0.427
H -0.63 0.26 -2.16 0.196
H 0.54 1.04 -3.25 0.480
C 6.11 -0.96 -3.29 -1.200
C 4.84 -1.64 -2.80 -0.210
C 3.56 -0.95 -3.26 -1.137
N 3.45 0.42 -2.69 0.016
C 2.75 0.82 -1.67 1.038
S 1.90 -0.41 -0.70 -0.213
N 2.68 2.09 -1.26 0.074
C 2.91 3.33 -2.02 0.502
O 1.98 4.10 -1.99 -0.528
C 4.19 3.51 -2.68 -0.110
C 4.26 4.35 -3.80 -0.425
C 5.48 4.60 -4.39 -0.738
C 6.64 4.04 -3.86 -0.524
C 6.58 3.22 -2.73 -0.676
C 5.36 2.95 -2.14 -0.029
H 6.98 -1.55 -3.04 0.389
H 6.25 0.02 -2.84 0.284
H 6.09 -0.84 -4.38 0.340
H 4.83 -1.71 -1.71 0.207
H 4.79 -2.66 -3.18 0.410
H 2.67 -1.50 -2.98 0.475
H 3.56 -0.82 -4.34 0.450
H 4.06 1.13 -3.10 0.221
H 2.06 2.25 -0.48 -0.286
H 3.36 4.81 -4.18 0.453
H 5.54 5.24 -5.26 0.456
H 7.60 4.25 -4.32 0.453
H 7.49 2.82 -2.30 0.518
H 5.33 2.38 -1.21 0.499
C -4.21 0.60 -2.50 -0.859
N -4.75 0.28 -1.17 -0.006
C -6.23 0.16 -1.16 -1.204
C -4.01 -0.07 -0.14 0.914
S -2.45 -0.89 -0.55 -0.462
N -4.42 0.01 1.11 0.187
C -5.47 0.96 1.54 -1.179
C -3.89 -0.81 2.20 -1.206
H -4.88 1.31 -2.97 0.506
H -4.15 -0.30 -3.11 0.390
H -3.23 1.06 -2.40 0.059
H -6.52 -0.32 -2.09 0.434
H -6.71 1.14 -1.11 0.395
H -6.55 -0.47 -0.33 0.426
H -5.57 1.76 0.82 0.383
H -5.15 1.38 2.50 0.408
H -6.42 0.46 1.69 0.392
H -3.23 -1.58 1.83 0.329
H -4.73 -1.29 2.71 0.485
H -3.38 -0.17 2.93 0.317
```

Output
**Energy relative to the best compared isomer or geometry (same formula, charge and spin)**: 23.1 kcal/mol
**Energy**: -70627.6885 eV
**Multiplicity**: 2
**Expectation value of S²**: 0.768
**Orbital gap (spin up / spin down)**: 4.6 / 4.9 eV
**Maximum force**: 2.2 eV Å⁻¹
**Lowest unoccupied orbital energy (spin up / spin down)**: -0.50556 / -0.49178 Ha
**Charge**: +4



(2)
ORCA calculation (wB97M-V/def2-TZVPD) on a molecular structure, C28H50N2O10S5.

Structure (XYZ):
```
95
Properties=species:S:1:pos:R:3:mulliken_charge:R:1
C -1.80 5.21 -3.08 -0.675
C -0.76 4.83 -4.14 -0.760
C 0.23 3.89 -3.47 -0.290
S -0.92 2.78 -2.44 1.191
O -0.28 2.59 -1.10 -0.002
O -1.30 1.63 -3.27 -0.768
C -2.31 3.96 -2.44 -0.909
H -2.61 5.83 -3.47 0.421
H -1.40 5.83 -2.28 0.300
H -0.15 5.65 -4.54 0.408
H -1.30 4.37 -4.96 0.312
H 0.90 4.37 -2.75 -0.637
H 0.61 3.14 -4.16 0.682
H -2.69 4.01 -1.42 0.441
H -3.02 3.47 -3.11 0.454
C -4.04 -2.47 1.69 -1.060
C -2.96 -1.49 1.24 -0.642
C -2.29 -1.80 -0.09 -0.513
S -2.56 -3.60 -0.34 0.861
O -1.32 -4.38 -0.23 -0.685
O -3.43 -3.86 -1.52 -0.949
C -3.56 -3.83 1.30 -0.790
H -4.97 -2.21 1.19 0.395
H -4.20 -2.34 2.76 0.417
H -2.23 -1.44 2.05 -0.296
H -3.34 -0.48 1.32 0.561
H -1.24 -1.58 -0.28 -0.252
H -2.89 -1.28 -0.84 1.385
H -2.80 -4.19 1.99 0.348
H -4.24 -4.67 1.19 0.552
C 0.93 -2.98 -1.88 -0.455
C -0.27 -3.89 -2.03 0.004
C -1.40 -3.35 -2.93 -0.993
S -1.12 -1.54 -3.11 1.436
O -1.85 -0.78 -2.06 -0.485
O -1.27 -1.17 -4.52 -0.772
C 0.73 -1.64 -2.64 -1.031
H 1.78 -3.54 -2.28 0.476
H 1.22 -2.78 -0.85 0.382
H -0.67 -3.97 -1.01 -0.783
H -0.05 -4.90 -2.36 0.582
H -2.44 -3.48 -2.63 0.403
H -1.35 -3.74 -3.94 0.567
H 1.08 -0.65 -2.34 0.612
H 1.21 -1.79 -3.61 0.651
C 2.02 -1.49 4.40 -0.917
C 2.39 -2.95 4.48 -0.853
C 2.16 -3.54 3.01 -0.239
S 2.74 -2.25 1.93 1.142
O 1.87 -2.20 0.69 -0.479
O 4.22 -2.38 1.88 -0.881
C 2.34 -0.80 3.08 0.704
H 2.58 -0.99 5.19 0.502
H 0.97 -1.31 4.64 0.237
H 1.80 -3.50 5.21 0.427
H 3.45 -3.06 4.73 0.359
H 1.09 -3.61 2.85 -0.466
H 2.68 -4.44 2.70 0.617
H 1.51 -0.20 2.70 -0.781
H 3.24 -0.19 3.11 0.858
C 2.25 4.38 -1.48 -0.586
C 3.09 5.26 -0.55 -1.026
C 2.52 5.25 0.86 -0.851
S 1.68 3.53 1.02 1.168
O 0.24 3.69 1.22 -0.732
O 2.46 2.72 1.93 -0.722
C 2.02 3.05 -0.71 0.961
H 2.77 4.33 -2.44 0.523
H 1.29 4.85 -1.66 0.369
H 3.33 6.30 -0.79 0.416
H 4.10 4.86 -0.51 0.422
H 1.72 5.93 1.14 0.404
H 3.20 5.36 1.71 0.485
H 1.10 2.47 -0.79 -1.254
H 2.95 2.49 -0.64 0.629
N -0.60 -0.03 -0.71 1.358
C 0.52 -0.80 -0.50 0.091
C 1.28 -0.10 0.39 -1.987
C 0.68 1.21 0.55 -1.866
C -0.50 1.16 -0.17 -0.816
H -1.48 -0.27 -1.13 0.940
H 0.59 -1.84 -0.78 -0.103
H 2.16 -0.46 0.91 1.627
H 0.95 2.01 1.22 0.362
H -1.32 1.82 -0.37 1.403
N -0.24 -0.98 1.59 0.966
C -0.98 -0.51 2.69 -0.744
C -1.09 -1.55 3.57 -1.968
C -0.55 -2.70 2.99 -0.909
C -0.11 -2.35 1.77 -0.744
H 0.09 -0.48 0.78 -0.396
H -1.23 0.54 2.67 0.649
H -1.52 -1.49 4.56 0.324
H -0.51 -3.64 3.52 0.748
H 0.44 -2.80 0.96 0.535
```

Output
**Energy relative to the best compared isomer or geometry (same formula, charge and spin)**: 634.0 kcal/mol
**Energy**: -107447.5269 eV
**Orbital gap**: 6.6 eV
**Maximum force**: 12.4 eV Å⁻¹
**Lowest unoccupied orbital energy**: 0.00669 Ha
**Charge**: 0



(3)
ORCA calculation (wB97M-V/def2-TZVPD) on 11 unconnected molecules or ions with the total composition C28H50N8O9.

Structure (XYZ):
```
95
Properties=species:S:1:pos:R:3:mulliken_charge:R:1
C 16.20 -35.38 -18.02 -0.826
O 16.42 -34.05 -17.54 -0.220
C 17.32 -33.32 -18.19 0.746
O 18.18 -33.73 -18.92 -0.581
O 17.12 -32.04 -17.86 -0.092
C 17.91 -31.07 -18.52 -0.866
H 15.14 -35.47 -18.24 0.265
H 16.53 -36.11 -17.28 0.270
H 16.76 -35.56 -18.94 0.379
H 18.79 -30.81 -17.93 0.326
H 17.30 -30.18 -18.62 0.230
H 18.22 -31.41 -19.51 0.390
C 15.62 -20.19 -16.00 -0.643
O 15.18 -21.32 -15.26 -0.347
C 14.05 -21.87 -15.69 0.793
O 13.29 -21.36 -16.47 -0.570
O 13.93 -23.05 -15.10 -0.336
C 12.78 -23.86 -15.42 -0.514
H 14.96 -19.34 -15.87 0.285
H 15.67 -20.43 -17.06 0.292
H 16.63 -19.96 -15.65 0.236
H 13.13 -24.83 -15.77 0.025
H 12.15 -23.40 -16.18 0.383
H 12.21 -23.97 -14.51 0.447
C 8.39 -28.45 -16.60 -0.576
O 8.70 -27.86 -17.82 -0.195
C 9.64 -28.61 -18.58 -1.183
C 10.99 -28.78 -17.93 0.001
O 11.60 -27.50 -17.81 -0.020
C 12.98 -27.56 -17.58 0.231
C 13.34 -28.18 -16.24 -0.725
O 13.33 -29.59 -16.22 -0.390
C 14.51 -30.16 -16.74 -0.378
H 9.22 -28.44 -15.89 0.003
H 8.13 -29.52 -16.70 0.493
H 7.53 -27.94 -16.16 0.221
H 9.79 -28.04 -19.49 0.180
H 9.15 -29.56 -18.83 0.306
H 11.59 -29.38 -18.63 0.226
H 10.98 -29.27 -16.95 0.366
H 13.44 -26.57 -17.61 -0.635
H 13.43 -28.15 -18.40 0.434
H 12.56 -27.87 -15.54 0.356
H 14.31 -27.83 -15.85 0.401
H 14.49 -31.24 -16.64 0.236
H 15.39 -29.75 -16.22 0.086
H 14.65 -29.92 -17.80 0.294
C 8.76 -27.47 -13.13 -0.921
C 9.72 -26.43 -13.43 0.485
N 10.49 -25.63 -13.70 -0.413
H 9.25 -28.44 -13.25 0.272
H 7.89 -27.39 -13.77 0.214
H 8.49 -27.41 -12.07 0.362
C 9.72 -31.68 -20.92 -0.856
C 10.74 -30.64 -21.07 0.464
N 11.52 -29.81 -21.20 -0.424
H 9.54 -31.82 -19.85 0.265
H 10.10 -32.62 -21.30 0.336
H 8.81 -31.36 -21.41 0.284
C 16.36 -34.92 -13.97 -0.967
C 15.36 -34.01 -14.49 0.445
N 14.59 -33.27 -14.90 -0.400
H 17.26 -34.89 -14.60 0.244
H 15.99 -35.94 -13.97 0.362
H 16.62 -34.64 -12.96 0.352
C 5.97 -26.61 -18.81 -0.335
C 4.92 -25.70 -19.27 0.096
N 4.10 -25.02 -19.68 -0.386
H 5.51 -27.41 -18.23 0.323
H 6.78 -26.12 -18.29 0.108
H 6.42 -27.04 -19.71 0.214
C 17.38 -31.11 -14.53 -0.181
C 18.36 -31.48 -13.53 0.069
N 19.10 -31.76 -12.70 -0.432
H 16.41 -31.44 -14.17 0.183
H 17.60 -31.59 -15.48 -0.098
H 17.36 -30.03 -14.66 0.433
C 10.01 -24.98 -19.40 -0.040
C 9.19 -25.51 -20.48 0.233
N 8.54 -26.03 -21.28 -0.529
H 9.76 -23.95 -19.15 0.460
H 11.05 -25.17 -19.65 0.038
H 9.79 -25.63 -18.55 -0.063
C 7.86 -33.27 -13.73 -0.764
C 7.65 -32.45 -14.92 0.296
N 7.47 -31.81 -15.86 -0.381
H 8.16 -32.62 -12.91 0.249
H 8.71 -33.92 -13.92 0.264
H 6.99 -33.88 -13.54 0.282
C 15.01 -24.08 -18.32 -0.361
C 14.57 -24.72 -19.56 0.310
N 14.23 -25.27 -20.50 -0.455
H 15.08 -24.92 -17.61 0.165
H 14.33 -23.33 -17.96 -0.013
H 16.04 -23.74 -18.40 0.407
```

Output
**Energy**: -60190.8189 eV
**SMILES**: COC(=O)OC.COC(=O)OC.COCCOCCOC.CC#N.CC#N.CC#N.CC#N.CC#N.CC#N.CC#N.CC#N
**Orbital gap**: 9.5 eV
**Maximum force**: 1.2 eV Å⁻¹
**Lowest unoccupied orbital energy**: 0.00145 Ha
**Charge**: 0



(4)
ORCA calculation (wB97M-V/def2-TZVPD) on a molecular structure, C28H51As2N3NaO3SSi3.

Structure (XYZ):
```
92
Properties=species:S:1:pos:R:3:mulliken_charge:R:1
Na 0.04 0.66 -0.97 0.893
C -2.81 -1.25 4.60 -1.237
Si -0.91 -1.33 4.71 0.307
C -0.47 -3.16 4.44 -1.004
C -0.49 -0.89 6.52 -1.018
As 0.08 -0.10 2.96 0.250
Si -0.19 2.09 3.78 0.273
C 0.58 3.31 2.55 -0.713
C -2.05 2.30 4.06 -1.068
C 0.57 2.62 5.45 -1.267
Si 2.35 -0.45 3.52 0.544
C 2.90 -0.16 5.32 -1.188
C 2.92 -2.22 3.13 -0.718
C 3.36 0.71 2.42 -0.808
H -3.27 -2.17 4.97 0.408
H -3.12 -1.10 3.56 0.316
H -3.22 -0.42 5.19 0.337
H -1.26 -3.82 4.82 0.431
H 0.46 -3.44 4.94 0.309
H -0.35 -3.36 3.37 0.082
H -0.98 -1.57 7.22 0.414
H -0.81 0.12 6.75 0.223
H 0.59 -0.94 6.70 0.228
H 0.58 2.90 1.54 -0.238
H 1.61 3.53 2.82 0.477
H 0.03 4.26 2.51 0.520
H -2.59 1.97 3.17 0.300
H -2.33 3.34 4.27 0.441
H -2.36 1.70 4.91 0.259
H 1.66 2.65 5.41 0.320
H 0.27 1.97 6.27 0.270
H 0.22 3.63 5.69 0.387
H 2.67 -1.02 5.95 0.325
H 2.41 0.72 5.76 0.258
H 3.98 0.01 5.37 0.373
H 2.12 -2.95 3.28 0.027
H 3.77 -2.51 3.75 0.485
H 3.22 -2.29 2.08 0.087
H 3.19 1.76 2.67 0.182
H 3.06 0.58 1.37 -0.021
H 4.43 0.52 2.48 0.518
C 1.74 -1.47 -4.54 -0.595
N 0.89 -0.32 -4.79 -0.183
C 0.07 0.17 -3.80 0.378
N -0.51 1.36 -4.06 -0.415
O -0.23 -0.50 -2.80 -0.664
H 1.90 -2.01 -5.47 0.312
H 1.24 -2.12 -3.83 0.108
H 2.70 -1.17 -4.11 0.240
H 1.32 0.40 -5.35 0.247
H -0.05 2.01 -4.68 0.216
H -0.93 1.82 -3.26 0.406
S 2.72 0.88 -2.12 -0.232
C 3.98 1.70 -1.26 -0.009
C 5.32 1.28 -1.36 -0.564
C 6.33 1.96 -0.71 -0.496
C 6.06 3.08 0.07 -0.490
C 4.74 3.49 0.20 -0.536
C 3.72 2.82 -0.45 -0.346
H 5.54 0.41 -1.96 0.350
H 7.36 1.61 -0.81 0.348
H 6.86 3.61 0.56 0.347
H 4.51 4.36 0.82 0.371
H 2.69 3.16 -0.36 0.387
C 1.61 -4.94 0.72 -1.249
As 0.99 -3.12 0.26 0.294
C -0.20 -3.66 -1.21 -0.969
C 2.53 -2.69 -0.86 -0.800
H 1.94 -5.46 -0.18 0.412
H 0.80 -5.52 1.18 0.385
H 2.44 -4.89 1.42 0.329
H 0.28 -4.42 -1.83 0.346
H -0.42 -2.79 -1.82 0.075
H -1.14 -4.06 -0.83 0.393
H 2.71 -3.49 -1.58 0.402
H 3.43 -2.56 -0.25 0.442
H 2.37 -1.75 -1.39 -0.075
O -0.94 4.21 -3.10 -0.748
C -1.28 3.92 -1.97 0.023
N -1.18 2.68 -1.38 -0.415
C -1.68 2.73 -0.13 -0.103
O -1.69 1.78 0.65 -0.743
C -2.21 4.12 0.15 0.707
C -2.86 4.68 1.22 -0.011
C -3.21 6.02 1.14 -0.632
C -2.92 6.77 0.01 -0.454
C -2.26 6.20 -1.08 -0.419
C -1.92 4.87 -0.99 -0.002
H -3.09 4.09 2.10 0.392
H -3.74 6.49 1.96 0.420
H -3.21 7.82 -0.03 0.368
H -2.04 6.77 -1.97 0.488
```

Output
**Energy relative to the best compared isomer or geometry (same formula, charge and spin)**: 0.0 kcal/mol
**Energy**: -201047.4975 eV
**Orbital gap**: 6.1 eV
**Maximum force**: 1.0 eV Å⁻¹
**Lowest unoccupied orbital energy**: 0.08081 Ha
**Charge**: -1